Molecular formula: C17H25F3N2OS
Method: DFT, the ωB97M-V functional and the def2-TZVPD basis

structure (SMILES): CC(C)(OSC(F)(F)F)c1ccccc1.C=C1N(C)CCCN1C
calculated total energy: -1545.242720 a.u.
HOMO level: -7.0 eV
gap between HOMO and LUMO: 7.56 eV
LUMO: 0.5 eV

Geometry as ORCA input:
```
! wB97M-V def2-TZVPD RIJCOSX def2/J DEFGRID3
* xyz 0 1
S -0.2891 -2.6658 1.5896
F -1.1600 -4.9420 0.5484
F 0.2786 -5.1737 2.2037
F -1.8348 -4.6871 2.6294
O 0.8842 -3.0152 0.3983
N -1.1319 2.1928 0.0483
N -1.7677 2.8098 2.2256
C -2.6185 2.6720 3.3832
C -2.4496 0.6670 1.3546
C 1.5442 -2.0485 -1.7022
C -1.1983 4.1225 2.0851
C 1.8123 -2.0662 -0.1733
C 2.3174 -1.2001 -2.5140
C 0.3401 -2.7941 -3.6686
C -0.7954 -4.4394 1.7713
C 1.0907 -1.9286 -4.4658
C 2.0858 -1.1208 -3.8910
C 0.5758 -2.8602 -2.2824
C -0.1086 4.1684 1.0567
C 1.7076 -0.6506 0.3869
C -1.3260 1.3889 -1.1396
C 3.2390 -2.5638 0.0527
C -0.5888 3.5036 -0.2003
C -1.8308 1.8994 1.2002
H 3.3711 -3.5616 -0.3859
H -0.4322 -3.4268 -4.1036
H 2.6916 -0.4314 -4.4815
H 2.3595 0.0093 -0.2142
H -2.1662 3.2248 4.2132
H 0.1172 5.2181 0.8360
H 0.6888 -0.2478 0.3076
H 3.9475 -1.8784 -0.4448
H 0.7935 3.6728 1.4351
H -0.0042 -3.5518 -1.6721
H -1.3536 4.1307 -0.6937
H -0.4836 1.5533 -1.8238
H 3.1135 -0.6043 -2.0478
H 0.2340 3.3947 -0.9085
H -1.3358 0.3267 -0.8832
H 0.9223 -1.8592 -5.5385
H 2.0722 -0.6168 1.4250
H -2.6880 1.6253 3.6728
H -2.9159 0.3992 2.3065
H -2.4741 -0.0591 0.5528
H -2.0009 4.8369 1.8232
H -0.8178 4.4255 3.0601
H -3.6276 3.0749 3.1906
H -2.2693 1.6588 -1.6480
H 3.4816 -2.5819 1.1258
*
```